No. 1
The following is a quantum chemistry calculation of a molecular structure, C27H35As2IrN3O3S at a distorted geometry, from the Open Molecules 2025 dataset.

XYZ file:
```
72
Properties=species:S:1:pos:R:3:forces:R:3
Ir -0.65389 -0.35930 0.06359 -0.5 1.0 -0.6
O 2.64019 -1.89446 4.08082 0.0 0.0 0.0
C 2.77278 -0.56487 4.03110 0.0 0.0 0.0
C 3.67332 0.00597 4.93685 0.0 0.0 0.0
C 3.86186 1.36701 4.96523 0.0 0.0 0.0
C 3.16185 2.21082 4.09295 0.0 0.0 0.0
C 2.27986 1.66352 3.19915 0.0 0.1 0.0
C 2.06411 0.27299 3.14022 0.0 -0.1 0.0
C 1.14348 -0.24556 2.14959 0.0 0.0 0.2
O 0.48606 0.62356 1.42008 0.1 -0.4 -0.2
N 0.99763 -1.57400 2.03641 0.1 0.1 0.0
N 0.13402 -1.89576 1.05217 -0.3 0.0 0.2
C -0.12636 -3.07838 0.62633 0.0 0.0 -0.1
C -1.06409 -3.14121 -0.50439 -0.1 0.0 0.1
C -1.41334 -4.33261 -1.11014 -0.1 0.0 0.0
C -2.27478 -4.31159 -2.20012 0.0 0.0 0.0
C -2.75467 -3.09692 -2.65526 0.0 0.0 0.0
C -2.36599 -1.93685 -2.00343 -0.1 0.0 -0.1
N -1.55850 -1.94811 -0.94567 0.5 0.0 -0.2
H 1.97893 -2.17817 3.42100 0.1 0.0 0.0
H 4.20163 -0.65405 5.61052 0.0 0.0 0.0
H 4.56016 1.78962 5.67555 0.0 0.0 0.0
H 3.31647 3.27954 4.12697 0.0 0.0 0.0
H 1.73522 2.29842 2.51455 0.0 0.0 0.0
H 0.32684 -3.96017 1.06486 0.0 0.0 0.0
H -1.01048 -5.26248 -0.73361 0.0 0.0 0.0
H -2.55971 -5.23431 -2.68667 0.0 0.0 0.0
H -3.42118 -3.03417 -3.50305 0.0 0.0 0.0
H -2.71541 -0.96426 -2.32945 0.0 0.0 0.0
C -2.80695 1.47535 2.27875 -0.1 0.0 -0.1
As -2.78645 0.46146 0.63990 -0.1 -0.6 0.7
C -4.06485 -0.95585 0.94968 0.0 0.1 0.0
C -3.52061 1.58117 -0.74786 0.2 -0.1 -0.2
C -4.87748 1.84398 -0.88783 0.0 0.0 0.1
C -5.30097 2.63708 -1.94509 0.0 0.0 0.0
C -4.38315 3.16121 -2.84652 0.0 0.0 0.0
C -3.02451 2.91561 -2.69533 0.0 0.0 0.0
C -2.59680 2.12066 -1.64150 0.1 -0.1 0.1
As -0.76524 1.72030 -1.18207 0.2 0.0 -0.3
C 0.31757 1.83773 -2.77388 -0.2 0.1 0.0
C -0.17619 3.23223 -0.12580 0.0 0.0 -0.1
H -3.84406 1.75632 2.46674 0.0 0.0 0.0
H -2.20383 2.37332 2.17610 0.0 0.0 0.0
H -2.43149 0.86531 3.09717 0.0 0.0 0.0
H -5.06174 -0.51637 0.97197 0.0 0.0 0.0
H -3.85460 -1.41285 1.91525 0.0 0.0 0.0
H -4.01573 -1.70646 0.16857 0.0 0.0 -0.1
H -5.60921 1.44385 -0.19701 0.0 0.0 0.0
H -6.35554 2.84217 -2.06924 0.0 0.0 0.0
H -4.72859 3.76933 -3.67147 0.0 0.0 0.0
H -2.32016 3.34371 -3.39761 0.0 0.0 0.0
H 0.22866 2.86104 -3.14016 0.0 0.0 -0.1
H -0.02419 1.12812 -3.52147 0.0 0.0 0.0
H 1.35165 1.63147 -2.50871 0.0 0.0 0.0
H -0.68492 4.11983 -0.49907 0.0 0.0 0.0
H 0.90085 3.34162 -0.24125 0.0 0.0 0.0
H -0.39514 3.07548 0.92623 0.0 0.0 0.0
C 2.51795 -2.41343 -3.48831 0.0 0.0 0.0
C 1.43886 -2.11114 -2.50410 0.1 0.0 0.1
O 0.89507 -1.08757 -2.26504 0.0 0.0 0.0
H 2.31397 -3.35051 -4.00038 0.0 0.0 0.0
H 3.43146 -2.53614 -2.90238 0.0 0.0 0.0
H 2.63430 -1.58682 -4.19119 0.0 0.0 0.0
C 4.74297 0.84107 -1.09456 0.0 0.0 0.0
S 3.54514 -0.31335 -0.39973 0.0 -0.1 0.0
C 4.63180 -1.22561 0.71243 0.0 0.1 0.1
H 5.10256 1.53251 -0.33467 0.0 0.0 0.0
H 4.25683 1.40706 -1.88783 0.0 0.0 0.0
H 5.58408 0.30057 -1.52540 0.0 0.0 0.0
H 5.36737 -1.79919 0.15168 0.0 0.0 0.0
H 4.01754 -1.90515 1.29988 0.0 0.0 0.0
H 5.13773 -0.54333 1.39495 0.0 0.0 0.0
```
Forces are in eV/Å.

Results
energy relative to the best compared isomer or geometry (same formula, charge and spin)	2.297	eV
strongest force on any atom	1.3	eV Å⁻¹
spin multiplicity	2
energy	-174516.7202	eV
Kohn-Sham gap (alpha / beta)	0.2108 / 0.2086	Ha
LUMO level (alpha / beta)	-7.14 / -7.21	eV
E_HOMO (alpha / beta)	-12.873 / -12.882	eV
total charge	+2


No. 2
The following is a quantum chemistry calculation of CH5BO in the gas phase at a distorted geometry, from the Open Molecules 2025 dataset.

XYZ file:
```
8
Properties=species:S:1:pos:R:3:forces:R:3
B -0.20536 -0.36474 0.34546 -4.8 -0.3 -2.3
C 0.99958 0.32448 -0.19792 0.0 -1.5 -0.7
O -1.83393 0.00140 -0.50454 2.6 -1.3 4.0
H -0.17745 -1.25798 1.11095 -0.6 0.0 0.4
H 0.77645 0.86607 -1.06175 -0.2 0.6 -1.8
H 1.83632 -0.37809 -0.32231 -0.1 0.5 0.2
H 1.19120 1.07376 0.49201 1.0 1.5 1.8
H -2.58681 -0.26489 0.13810 2.0 0.5 -1.5
```
Forces are in eV/Å.

Results
SMILES	CBO
energy relative to the best compared isomer or geometry (same formula, charge and spin)	2.533	eV
strongest force on any atom	5.4	eV Å⁻¹
energy	-3840.5023	eV
Kohn-Sham gap	0.4008	Ha
LUMO level	0.50	eV
E_HOMO	-10.411	eV


No. 3
The following is a quantum chemistry calculation of C14H22N2O2 in the gas phase, from the Open Molecules 2025 dataset.

XYZ file:
```
40
Properties=species:S:1:pos:R:3:forces:R:3
C 2.71230 2.30449 0.09561 0.1 -0.1 0.2
H 3.57633 2.95620 0.20671 0.1 0.1 0.0
H 1.99663 2.56058 0.87095 -0.1 0.1 0.0
H 2.26208 2.49258 -0.87716 0.0 0.1 -0.1
C 3.15245 0.84164 0.20633 -0.1 0.1 -0.2
C 4.32258 0.63498 -0.76000 -0.2 -0.1 0.2
H 5.15096 1.27021 -0.45476 0.1 0.0 0.0
H 4.03274 0.92668 -1.76788 0.0 0.0 -0.1
H 4.68067 -0.38993 -0.77857 0.1 -0.1 -0.1
H 3.48970 0.66183 1.23079 0.0 0.0 0.0
C 1.96835 -0.13867 -0.06720 0.2 0.0 0.9
O 1.82455 -0.39647 -1.45268 0.1 -0.1 -0.2
H 2.60504 -0.88511 -1.73623 -0.1 0.0 -0.1
C 0.66931 0.52540 0.41843 0.0 -0.1 -0.3
O 0.42664 0.73075 1.59107 0.1 0.0 0.2
N -0.16334 0.88870 -0.57364 -0.6 0.0 -0.4
H 0.07452 0.68960 -1.53462 0.0 0.1 0.2
N -1.40292 1.47933 -0.32584 0.5 0.5 0.2
C -2.51404 0.63966 -0.19116 -0.2 -0.4 -0.1
C -3.64104 1.10725 0.48197 0.2 0.1 0.0
C -4.78319 0.33465 0.54742 0.0 0.0 0.0
C -4.81934 -0.91570 -0.04878 -0.1 -0.1 0.0
C -3.70069 -1.38462 -0.71486 -0.1 0.0 0.0
C -2.55455 -0.61540 -0.79294 0.2 0.1 0.0
H -1.68648 -0.99330 -1.31174 0.1 0.0 0.0
H -3.71688 -2.36006 -1.17894 0.0 -0.1 0.0
H -5.71150 -1.52050 0.00980 -0.1 0.0 0.0
H -5.64915 0.70715 1.07484 -0.1 0.0 0.0
H -3.61062 2.07832 0.95473 0.0 0.1 0.0
H -1.32607 2.15233 0.43238 0.1 -0.2 -0.2
C 2.05988 -1.45567 0.75467 -0.1 -0.1 -0.2
C 3.34974 -2.24704 0.55300 -0.2 0.3 0.1
H 3.29456 -3.16658 1.13174 0.0 -0.1 0.0
H 3.48818 -2.52515 -0.49141 0.1 -0.1 -0.1
H 4.21811 -1.69270 0.89740 0.2 0.0 0.0
C 0.85735 -2.34313 0.42312 0.1 0.1 0.1
H 0.82782 -2.56308 -0.64249 0.0 -0.1 -0.1
H 0.92278 -3.28130 0.96858 0.0 -0.1 0.1
H -0.07229 -1.85330 0.70158 -0.2 0.0 0.0
H 1.99156 -1.15867 1.80556 0.0 0.0 -0.1
```
Forces are in eV/Å.

Results
SMILES	CC(C)C(O)(C(=O)NNc1ccccc1)C(C)C
energy relative to the best compared isomer or geometry (same formula, charge and spin)	2.711	eV
strongest force on any atom	0.9	eV Å⁻¹
energy	-21950.2969	eV
Kohn-Sham gap	0.3242	Ha
LUMO level	0.67	eV
E_HOMO	-8.149	eV